Here is C33H61Cl15Na2O19 as an isolated structure from the OMol25 dataset. Energies are from ωB97M-V/def2-TZVPD.

Summary:
- net charge = 0
- highest occupied orbital energy (eV) = -9.42

Last column: Löwdin charge in e.
Positions of all 130 atoms, in Å:
Na  -2.358  -0.314  0.786  0.332
Na  -0.561  -2.538  0.605  0.352
C  -0.312  0.918  -2.124  -0.016
C  -0.511  -0.088  -1.019  -0.677
O  -1.256  -1.061  -1.264  -0.032
O  0.130  0.132  0.069  -0.051
H  -1.218  1.075  -2.701  0.054
H  0.366  0.495  -2.853  0.056
H  -0.019  1.910  -1.768  0.046
C  -3.858  -3.915  2.809  0.006
C  -2.890  -3.235  1.882  -0.697
O  -2.632  -1.999  2.075  -0.073
O  -2.364  -3.900  0.976  -0.045
H  -3.328  -4.298  3.678  0.080
H  -4.453  -4.692  2.332  0.053
H  -4.485  -3.151  3.282  0.085
C  3.009  0.093  -0.965  -1.399
Cl  4.280  -0.577  0.193  0.547
Cl  2.986  -0.737  -2.538  0.570
Cl  3.269  1.855  -1.128  0.542
H  2.043  -0.062  -0.483  -0.029
C  -0.477  5.525  -2.475  -1.551
Cl  1.212  5.048  -2.606  0.592
Cl  -1.572  4.268  -1.915  0.600
Cl  -0.945  6.213  -3.999  0.555
H  -0.528  6.290  -1.727  0.005
C  2.360  0.081  -6.744  -1.537
Cl  2.016  -1.467  -5.990  0.578
Cl  2.711  1.307  -5.539  0.515
Cl  1.001  0.661  -7.732  0.510
H  3.217  0.012  -7.435  0.028
C  -2.808  1.983  -5.883  -1.446
Cl  -1.237  2.782  -5.534  0.503
Cl  -4.144  2.603  -4.790  0.504
Cl  -2.769  0.219  -5.930  0.582
H  -3.090  2.277  -6.886  0.003
C  -4.064  -6.359  -0.452  -1.527
Cl  -4.256  -8.054  -0.034  0.538
Cl  -5.619  -5.524  -0.261  0.546
Cl  -3.384  -6.142  -2.101  0.522
H  -3.387  -5.839  0.228  -0.026
C  -1.000  4.724  7.315  -0.143
O  -0.489  3.641  6.607  -0.188
C  0.741  3.083  7.119  -0.178
C  1.150  1.912  6.275  -0.205
O  1.669  2.422  5.052  -0.134
C  2.306  1.390  4.287  -0.191
C  3.009  1.968  3.095  -0.180
O  4.396  2.216  3.388  -0.182
C  5.018  2.837  2.319  -0.144
H  -1.771  5.200  6.716  0.084
H  -0.303  5.498  7.639  0.084
H  -1.496  4.413  8.260  0.091
H  0.570  2.784  8.191  0.139
H  1.540  3.840  7.101  0.134
H  0.304  1.241  6.005  0.126
H  1.864  1.275  6.792  0.122
H  1.567  0.636  3.956  0.090
H  3.049  0.873  4.954  0.145
H  2.498  2.937  2.833  0.147
H  3.043  1.259  2.212  0.107
H  6.032  3.095  2.545  0.085
H  4.417  3.707  1.961  0.097
H  4.974  2.221  1.425  0.037
C  -1.324  1.120  3.358  -0.068
O  -2.355  1.413  2.428  -0.211
C  -2.189  2.605  1.646  -0.170
C  -3.383  2.665  0.747  -0.213
O  -3.197  1.644  -0.188  -0.176
C  -4.272  1.488  -1.151  -0.113
C  -4.197  0.096  -1.827  -0.211
O  -4.327  -0.814  -0.791  -0.171
C  -4.308  -2.169  -1.217  -0.063
H  -0.350  0.965  2.853  0.094
H  -1.671  0.189  3.834  0.094
H  -1.291  1.900  4.144  0.099
H  -1.261  2.622  1.077  0.130
H  -2.222  3.448  2.369  0.145
H  -3.443  3.670  0.295  0.116
H  -4.282  2.452  1.366  0.149
H  -4.060  2.130  -2.031  0.077
H  -5.240  1.699  -0.640  0.145
H  -3.217  0.065  -2.295  0.098
H  -4.840  -0.125  -2.661  0.126
H  -4.284  -2.791  -0.357  0.048
H  -3.479  -2.379  -1.881  0.067
H  -5.289  -2.405  -1.714  0.112
C  -0.013  -6.239  0.460  -0.037
O  0.596  -4.974  0.105  -0.192
C  1.970  -5.072  -0.117  -0.218
C  2.426  -3.672  -0.510  -0.173
O  1.914  -2.761  0.464  -0.199
C  2.391  -3.117  1.794  -0.145
C  1.862  -1.980  2.715  -0.194
O  0.569  -2.371  3.045  -0.199
C  0.161  -2.176  4.395  -0.063
H  -0.906  -6.363  -0.186  0.075
H  -0.385  -6.281  1.510  0.103
H  0.741  -6.992  0.237  0.085
H  2.317  -5.747  -0.904  0.139
H  2.441  -5.359  0.825  0.117
H  2.099  -3.297  -1.472  0.088
H  3.511  -3.617  -0.553  0.119
H  3.490  -3.108  1.724  0.123
H  2.018  -4.030  2.230  0.121
H  1.864  -0.971  2.185  0.123
H  2.490  -1.906  3.638  0.137
H  -0.806  -2.674  4.470  0.092
H  0.041  -1.110  4.602  0.064
H  0.806  -2.681  5.139  0.101
C  4.359  4.507  -3.959  -0.113
C  5.124  4.707  -5.237  -0.127
O  5.214  6.120  -5.351  0.042
C  4.577  6.775  -4.298  -0.538
O  4.644  7.921  -4.026  0.175
O  4.045  5.867  -3.437  -0.007
H  4.833  3.999  -3.158  0.105
H  3.366  4.019  -4.148  0.086
H  4.558  4.347  -6.093  0.129
H  6.107  4.327  -5.124  0.122
C  -0.361  -3.021  -2.905  -0.108
C  -1.352  -2.274  -3.810  -0.137
O  -1.273  -2.987  -5.051  0.017
C  -0.359  -4.039  -5.001  -0.548
O  -0.091  -4.685  -5.957  0.161
O  0.178  -4.058  -3.751  0.045
H  -0.873  -3.464  -2.050  0.121
H  0.487  -2.462  -2.578  0.079
H  -1.118  -1.221  -3.929  0.087
H  -2.346  -2.330  -3.386  0.096

Here is C33H61Cl2CuN4O as an isolated structure from the OMol25 dataset. Energies are from ωB97M-V/def2-TZVPD.

Summary:
- net charge = +4
- highest occupied orbital energy (eV) = -14.04

Last column: Löwdin charge in e.
Positions of all 102 atoms, in Å:
C  -7.518  10.221  0.445  0.064
N  -6.325  9.414  0.094  -0.071
C  -5.112  9.914  0.224  0.031
C  -3.984  9.220  -0.253  0.091
C  -4.138  7.848  -0.642  -0.138
C  -5.439  7.306  -0.559  0.066
C  -6.505  8.104  -0.195  0.039
C  -2.951  7.124  -0.937  -0.119
C  -1.958  7.659  -1.821  0.069
C  -0.854  6.937  -2.140  0.051
N  -0.771  5.614  -1.784  -0.094
C  -1.614  5.025  -0.883  0.028
C  -2.739  5.769  -0.548  0.061
C  0.393  4.791  -2.148  0.044
H  -8.154  9.660  1.130  0.119
H  -8.083  10.437  -0.462  0.126
H  -7.171  11.149  0.899  0.115
H  -4.913  10.916  0.573  0.161
H  -2.979  9.617  -0.270  0.135
H  -5.512  6.258  -0.810  0.133
H  -7.514  7.733  -0.093  0.160
H  -2.188  8.624  -2.249  0.143
H  -0.032  7.156  -2.806  0.157
H  -1.587  3.961  -0.705  0.150
H  -3.571  5.310  -0.035  0.126
H  0.851  4.708  -1.162  0.121
H  1.097  5.225  -2.858  0.120
H  -0.076  3.869  -2.491  0.109
Cu  -2.566  -0.171  -2.774  0.527
C  2.982  -2.815  6.799  -0.117
C  1.536  -3.094  6.385  -0.218
C  0.957  -1.920  5.507  -0.179
C  0.604  -0.684  6.283  -0.130
N  -0.083  0.383  5.469  -0.222
C  -0.546  1.542  6.427  -0.094
C  -2.034  1.884  6.261  -0.104
C  -2.517  0.878  5.138  -0.147
C  -1.413  -0.160  4.882  -0.080
C  0.727  1.054  4.379  0.024
H  3.125  -1.890  7.358  0.070
H  3.650  -2.790  5.938  0.073
H  3.420  -3.697  7.265  0.084
H  1.039  -3.447  7.288  0.114
H  1.680  -4.005  5.805  0.109
H  0.078  -2.300  4.987  0.103
H  1.666  -1.739  4.699  0.116
H  1.520  -0.270  6.703  0.143
H  -0.151  -0.958  7.021  0.146
H  0.181  2.353  6.375  0.129
H  -0.514  1.311  7.492  0.128
H  -2.171  2.874  5.827  0.116
H  -2.509  1.544  7.182  0.122
H  -2.919  1.315  4.224  0.103
H  -3.426  0.406  5.511  0.113
H  -1.336  -0.292  3.803  0.133
H  -1.733  -1.035  5.448  0.135
H  1.726  1.383  4.666  0.117
H  0.075  1.844  4.005  0.110
H  0.956  0.342  3.586  0.101
C  -0.372  -8.792  -5.541  -0.082
C  0.258  -8.613  -4.092  -0.230
C  1.623  -7.898  -4.126  -0.167
C  1.243  -6.393  -4.184  -0.152
N  2.226  -5.398  -4.872  -0.183
C  1.656  -3.908  -4.847  -0.091
C  1.759  -3.326  -6.260  -0.137
C  2.845  -4.270  -6.942  -0.127
C  2.373  -5.625  -6.421  -0.070
C  3.524  -5.460  -3.959  0.054
H  -0.710  -7.887  -6.047  0.056
H  -1.316  -9.323  -5.418  0.075
H  0.342  -9.326  -6.167  0.076
H  0.339  -9.581  -3.598  0.112
H  -0.516  -8.103  -3.519  0.105
H  2.306  -8.179  -4.928  0.117
H  2.025  -8.009  -3.119  0.112
H  0.941  -6.095  -3.180  0.131
H  0.284  -6.296  -4.692  0.107
H  2.289  -3.246  -4.255  0.122
H  0.634  -3.950  -4.471  0.120
H  2.044  -2.276  -6.190  0.116
H  0.763  -3.488  -6.671  0.111
H  3.816  -3.908  -6.601  0.114
H  2.926  -4.327  -8.027  0.127
H  3.161  -6.365  -6.561  0.135
H  1.396  -5.807  -6.869  0.142
H  4.037  -6.361  -4.296  0.097
H  3.290  -5.497  -2.895  0.112
H  4.253  -4.724  -4.298  0.098
C  0.397  -2.843  0.261  -0.331
O  0.426  -1.537  -0.251  -0.339
H  1.285  -3.433  0.034  0.050
H  0.371  -2.898  1.349  0.041
H  -0.407  -3.488  -0.094  0.060
Cl  6.189  -0.377  2.687  0.512
C  5.258  0.101  1.183  -0.600
C  6.174  -0.185  -0.052  -0.635
Cl  5.366  -0.080  -1.672  0.479
H  4.992  1.158  1.197  0.065
H  4.457  -0.636  1.130  0.054
H  6.376  -1.256  -0.016  0.053
H  7.023  0.491  -0.157  0.069

Number 1: electronic energy -270782.38373 eV. Number 2: electronic energy -112859.87170 eV.